Record 1
Computed, not measured: an isolated molecule of C16H16N4O2S in a non-equilibrium geometry, with ωB97M-V with the def2-TZVPD basis set.

As for the SMILES: CCOC(=O)CSc1nnc(-c2ccc3ncccc3c2)n1C. Its charge is 0. As for the energy relative to the best compared isomer or geometry (same formula, charge and spin): 1164.5 kJ/mol.

Last column: Löwdin charge in e.
Atoms and positions in Å:
C 7.7601 -0.0992 1.4301  -0.0740
C 7.4661 -0.5521 -0.0581  -0.1103
O 5.9612 -1.1109 -0.2613  -0.0796
C 4.9816 -0.0488 -0.1935  -0.6050
O 5.2019 1.0796 -0.1855  0.1058
C 3.6194 -0.5174 -0.3840  -0.2836
S 2.4076 1.0180 -0.5196  0.9752
C 0.9148 -0.0088 -0.3712  -0.4810
N 0.9775 -1.5430 -0.0209  0.0898
N -0.3165 -1.5963 0.2163  -0.0074
C -1.0712 -0.6487 -0.2415  -0.3161
C -2.5583 -0.6306 -0.2036  -0.0698
C -3.1329 -1.8796 -0.3574  -0.0135
C -4.6070 -1.9544 -0.3340  0.0530
C -5.2759 -0.6227 -0.1724  -0.2043
N -6.6442 -1.0773 -0.1784  0.1071
C -7.2902 0.1745 0.1136  -0.0886
C -6.8372 1.5704 0.2454  -0.0087
C -5.5378 1.5884 0.7002  0.0133
C -4.6664 0.5459 0.2608  -0.2740
C -3.3728 0.5802 0.3696  0.0414
N -0.3014 0.3908 -0.2911  -0.1303
C -0.4961 1.5826 -0.8312  -0.1370
H 8.7982 0.1338 1.1948  0.0695
H 7.1524 0.8126 1.8911  0.1215
H 7.4810 -0.8440 2.0802  0.0283
H 7.6365 0.3590 -0.7983  0.1457
H 7.9225 -1.4640 -0.3873  0.0923
H 3.3453 -0.9913 0.5928  0.1042
H 3.5715 -1.3230 -1.0649  0.0850
H -2.5404 -2.5872 -0.6998  0.0497
H -5.0704 -2.8615 -0.8135  0.1195
H -8.4159 0.0539 0.1003  0.1050
H -7.5139 2.0945 0.7046  0.0407
H -5.0447 2.4115 0.8013  0.0556
H -2.7407 1.6105 0.5550  0.1602
H 0.2426 2.0259 -1.4499  0.0449
H -0.5107 2.5507 -0.1117  0.1514
H -1.4955 1.7781 -1.3271  0.1238

Force components x, y, z for each atom (eV/Å):
-1.4 2.6 -2.9
-3.6 2.0 -0.3
0.3 3.4 0.9
1.3 -4.9 -1.8
2.2 4.8 0.7
-2.1 0.1 2.8
0.0 -2.8 -0.3
7.2 -5.0 1.9
-1.7 7.5 -0.4
-1.4 -5.8 -1.1
-3.6 -1.8 3.1
-0.6 2.8 3.1
-6.2 3.8 0.5
4.2 2.9 -1.5
-1.1 -9.3 -0.3
-0.5 9.4 1.6
-2.3 -3.7 -2.4
4.2 -6.7 1.0
-2.2 -3.1 -4.1
-4.7 -0.2 0.8
9.3 -0.6 -2.3
2.4 1.2 -1.7
-4.0 9.4 -0.7
0.4 0.1 1.5
1.4 -1.5 -1.8
0.4 -2.2 1.5
-0.5 -2.1 1.4
0.8 -0.1 0.2
-0.1 0.3 -0.7
-0.6 -0.4 -1.3
2.5 -3.7 -1.2
0.0 1.3 1.2
1.2 0.2 0.2
-3.9 3.9 1.5
2.6 5.4 1.9
-1.9 -2.8 -0.1
1.0 -0.7 -1.2
-0.1 -2.4 -0.4
1.1 -0.9 0.3

Record 2
Computed, not measured: a structure of composition C16H17BF4N2O3Pd in a non-equilibrium geometry, with ωB97M-V with the def2-TZVPD basis set.

Its charge is -2.

Last column: Löwdin charge in e.
Atoms and positions in Å:
Pd -0.0086 0.2381 0.0809  0.3309
O 0.7825 -3.4240 -2.4304  -0.0788
C 0.6719 -2.4010 -1.7321  -0.6905
O -0.3537 -1.9511 -1.1920  -0.0792
C 1.9737 -1.5582 -1.5607  -0.1626
C 3.1307 -1.8319 -2.3097  -0.0149
C 4.2307 -1.0162 -2.1960  -0.0404
C 4.1571 0.1283 -1.3747  -0.1784
C 5.1668 1.1029 -1.2705  -0.0743
C 5.0017 2.1941 -0.4511  -0.1254
C 3.8213 2.3626 0.2862  -0.0992
C 2.8091 1.4380 0.2009  -0.0087
C 2.9604 0.3068 -0.6244  -0.2131
N 1.9326 -0.5616 -0.6993  0.0886
H 3.1390 -2.7041 -2.9491  0.1002
H 5.1508 -1.2232 -2.7334  0.0957
H 6.0687 0.9898 -1.8679  0.0949
H 5.7952 2.9308 -0.3733  0.0834
H 3.7094 3.2340 0.9186  0.0916
H 1.8440 1.5415 0.7199  0.0900
O -1.0152 2.2784 -1.1053  0.0002
C -2.0704 2.2946 -0.4917  -0.4877
C -2.4633 1.2273 0.4882  -0.1229
C -3.1831 1.7655 1.7186  -0.1782
C -4.6942 1.8950 1.5277  -0.2125
C -5.0515 2.4781 0.1603  -0.2058
C -4.2111 3.6960 -0.2084  -0.2139
N -2.9001 3.3621 -0.7161  0.0504
H -1.4828 0.7408 0.7898  0.0347
H -3.0344 0.4411 -0.0194  0.1328
H -2.7572 2.7422 1.9611  0.1210
H -2.9813 1.1164 2.5692  0.1045
H -5.1020 2.5359 2.3163  0.1013
H -5.1680 0.9157 1.6260  0.1062
H -6.1045 2.7739 0.1593  0.0977
H -4.9193 1.7226 -0.6137  0.1098
H -4.1341 4.3579 0.6662  0.1118
H -4.7207 4.2568 -1.0036  0.1073
H -2.4637 4.0651 -1.2962  0.1298
F 0.0242 -1.0692 4.5419  0.1074
B -0.2535 0.2017 4.0828  -1.3282
F -1.5451 0.5533 4.4902  0.0760
F 0.6413 1.1048 4.6402  0.0913
F -0.1839 0.2689 2.6795  0.0573

Force components x, y, z for each atom (eV/Å):
0.9 -0.5 -0.6
0.5 -0.5 -0.5
-0.4 0.3 0.2
0.3 -0.1 -0.1
-0.7 0.1 0.4
0.8 0.1 -0.2
-0.4 -0.3 -0.1
-0.5 0.0 0.3
0.2 0.3 0.1
0.4 -0.2 -0.3
-0.4 -0.1 0.1
0.1 0.4 0.3
0.8 0.0 -0.2
-0.7 -0.2 -0.3
-0.1 0.0 0.0
0.0 0.0 -0.1
0.0 0.0 0.1
0.0 0.0 0.0
0.0 0.0 0.0
0.3 -0.1 -0.1
-0.1 0.1 0.0
0.2 0.1 -0.4
0.1 0.0 0.0
-0.1 -0.2 0.0
0.1 0.1 -0.1
-0.1 0.1 0.2
-0.1 -0.1 0.1
-0.2 0.5 -0.2
-0.7 0.2 0.4
0.1 0.1 0.0
0.0 0.0 0.1
0.2 0.1 0.1
-0.1 0.0 0.0
0.0 0.0 0.0
0.0 0.0 -0.1
0.0 0.0 -0.1
-0.1 0.0 0.0
0.0 0.0 0.2
0.0 -0.2 0.0
0.3 -1.0 0.2
-0.1 0.2 -0.5
-0.9 0.2 0.2
0.7 0.6 0.3
0.0 0.0 0.3

Record 3
Computed, not measured: a structure of composition C16H17Br3F6N2O5PS6SbTi in a non-equilibrium geometry, with ωB97M-V with the def2-TZVPD basis set.

Its charge is 0. As for the energy relative to the best compared isomer or geometry (same formula, charge and spin): 157.6 kJ/mol.

Last column: Löwdin charge in e.
Atoms and positions in Å:
Ti -1.5693 0.4020 0.3493  0.0340
Br -2.5815 0.2528 3.1230  0.6842
C -2.4663 -1.1746 4.4302  -0.9812
Br -0.9360 -1.0240 5.5700  0.6423
H -2.4242 -2.1153 3.8999  -0.0139
H -3.3536 -1.0578 5.0386  0.0057
S -6.1383 0.8577 0.7857  -0.1058
Sb -4.4737 1.3000 -0.6098  0.0359
S -3.0504 -0.7903 -0.6646  0.2062
S -2.6280 2.3000 0.7690  0.1005
S -4.3606 2.1890 -2.6498  -0.0768
O 0.2889 2.6818 -5.3648  0.1075
C -0.0924 2.2357 -4.1587  -0.2991
C -0.7101 3.0312 -3.2017  0.0036
C -1.0697 2.4542 -2.0086  -0.2405
N -0.8391 1.1692 -1.6660  -0.0924
C -0.2352 0.4262 -2.6139  -0.7017
Br 0.1295 -1.3683 -2.2573  0.9461
C 0.1454 0.9056 -3.8514  -0.0339
H 0.0242 3.6023 -5.4836  0.1249
H -0.9587 4.0677 -3.3847  0.1311
H -1.5854 3.0523 -1.2771  0.0272
H 0.6182 0.2489 -4.5651  0.1213
C 1.0224 1.7835 2.7707  -0.2328
P 0.6060 1.8596 0.9992  0.8621
C 0.5944 3.6599 0.7178  -0.2474
C 2.0896 1.2820 0.1292  -0.3596
C 2.8539 0.2390 0.6508  -0.0883
C 3.9113 -0.2890 -0.0732  -0.0608
C 4.2175 0.2185 -1.3277  -0.0713
C 3.4679 1.2609 -1.8518  -0.0744
C 2.4088 1.7880 -1.1297  -0.1051
H 1.0482 0.7570 3.1259  0.0165
H 0.2391 2.3031 3.3250  0.0502
H 1.9828 2.2659 2.9564  0.0632
H 1.5415 4.0889 1.0476  0.0619
H -0.2239 4.0955 1.2914  0.0383
H 0.4426 3.9071 -0.3308  0.0275
H 2.6207 -0.1739 1.6232  0.0862
H 4.4906 -1.1032 0.3413  0.1112
H 5.0387 -0.1980 -1.8957  0.1075
H 3.7045 1.6629 -2.8287  0.1085
H 1.8287 2.5963 -1.5604  0.0928
F 1.3510 -1.5346 3.1636  0.0926
C 1.0823 -2.6705 2.5162  -0.6666
F 2.1868 -3.0741 1.9031  0.1572
F 0.7059 -3.5832 3.3966  0.1560
S -0.2933 -2.4208 1.2845  0.5760
O -1.5087 -2.6157 2.0010  -0.2972
O -0.0581 -1.0088 0.8544  -0.5219
N 0.0278 -3.3090 0.0776  -0.3290
S -0.2921 -4.8931 0.0431  0.6029
O -0.5027 -5.4367 1.3425  -0.2538
O 0.5966 -5.5014 -0.8857  -0.2502
C -1.9287 -4.8927 -0.8112  -0.6854
F -2.3101 -6.1546 -0.9917  0.1510
F -1.8277 -4.2940 -1.9944  0.1248
F -2.8479 -4.2609 -0.0885  0.1323

Force components x, y, z for each atom (eV/Å):
0.9 0.2 -0.4
0.1 0.1 0.0
-0.1 0.0 0.0
0.1 0.0 0.0
0.0 0.0 0.0
0.0 -0.1 0.0
0.0 0.0 0.0
0.0 -0.1 0.1
-0.3 -0.4 -0.1
-0.3 0.2 0.2
0.0 0.0 0.1
0.0 0.0 0.0
0.0 0.1 0.0
0.0 -0.1 0.0
0.0 0.1 0.0
0.1 0.0 -0.2
0.0 0.1 -0.1
0.0 0.0 0.0
0.0 -0.1 0.1
0.0 0.0 0.0
0.0 0.0 0.0
0.0 0.0 0.0
0.0 0.0 0.0
0.0 0.0 0.0
0.1 0.0 0.1
0.0 0.0 0.0
0.0 0.0 0.0
0.0 0.0 0.0
0.0 0.0 0.0
0.0 0.0 0.0
0.0 0.0 0.0
0.0 0.0 0.0
0.0 0.0 0.0
0.0 0.0 0.0
0.0 0.0 0.0
0.0 0.0 0.0
0.0 0.0 0.0
0.0 0.0 0.0
0.0 0.0 0.0
0.0 0.0 0.0
0.0 0.0 0.0
0.0 0.0 0.0
0.0 0.0 0.0
0.0 0.1 0.0
0.0 -0.2 0.1
0.0 0.0 -0.1
0.0 0.0 0.0
0.2 0.2 -0.3
-0.1 -0.1 0.2
-0.5 0.1 0.3
0.0 -0.2 0.0
0.0 0.3 -0.3
-0.1 -0.2 0.3
0.1 -0.1 0.0
0.0 -0.1 0.1
0.0 0.0 0.0
0.0 0.0 -0.1
0.0 0.0 0.0

Number 1: Kohn-Sham gap 7.07 eV. Number 2: Kohn-Sham gap 4.12 eV. Number 3: Kohn-Sham gap 7.10 eV.